Record 1
This record from OMol25 describes a structure of composition C25H14Cl4N3O2Re. The level of theory is the ωB97M-V functional and the def2-TZVPD basis.

Cartesian coordinates (Å):
Re 1.44 0.86 -1.29
Cl 6.83 3.37 -1.83
C 5.39 2.56 -2.23
C 5.45 1.37 -3.04
Cl 6.96 0.81 -3.57
C 4.31 0.68 -3.35
Cl 4.32 -0.77 -4.24
C 3.05 1.18 -2.94
O 1.92 0.47 -3.11
C 2.99 2.37 -2.14
O 1.81 2.72 -1.60
C 4.19 3.03 -1.76
Cl 4.06 4.39 -0.75
N -4.67 -1.39 1.73
C -6.03 -1.42 1.70
C -6.97 -2.02 2.54
C -8.28 -1.84 2.19
C -8.68 -1.08 1.05
C -7.76 -0.49 0.23
C -6.40 -0.67 0.56
N -5.30 -0.20 -0.07
C -4.27 -0.64 0.64
C -2.93 -0.34 0.28
C -1.79 -0.79 1.00
C -0.55 -0.46 0.58
N -0.33 0.30 -0.54
C -1.43 0.74 -1.25
C -2.70 0.44 -0.88
H -4.09 -1.83 2.42
H -6.69 -2.60 3.41
H -9.06 -2.28 2.81
H -9.73 -0.98 0.84
H -8.05 0.08 -0.64
H -1.89 -1.39 1.89
H 0.34 -0.78 1.11
H -1.23 1.34 -2.13
H -3.54 0.80 -1.46
C 2.61 0.20 -0.18
C 3.79 -0.15 0.52
C 4.39 0.80 1.37
C 5.56 0.46 2.02
C 6.13 -0.79 1.82
C 5.54 -1.73 0.97
C 4.36 -1.42 0.32
H 3.93 1.77 1.51
H 6.03 1.18 2.68
H 7.05 -1.04 2.33
H 6.00 -2.70 0.83
H 3.89 -2.13 -0.35

Computed properties:
LUMO energy ... -0.3020 Eh
HOMO ... -0.49613 Eh
Energy relative to the best compared isomer or geometry (same formula, charge and spin) ... 0.000 eV
Total charge ... +2
Gap between HOMO and LUMO ... 5.282 eV

=====

Record 2
This record from OMol25 describes a cluster of 3 separate species, C13H27BBrN3O9 in total. The level of theory is the ωB97M-V functional and the def2-TZVPD basis.

Cartesian coordinates (Å):
C 2.84 -4.48 -0.90
C 2.16 -3.65 -1.99
N 0.70 -3.89 -2.02
C -0.10 -2.88 -1.41
C -0.30 -1.61 -2.32
C 0.39 -0.37 -1.79
O 1.53 -0.11 -1.94
Br -0.77 0.85 -0.82
O 0.44 -2.41 -0.16
C -0.63 -2.12 0.65
O -0.55 -1.79 1.78
O -1.80 -2.30 -0.07
C -1.46 -3.42 -0.91
O -1.17 -4.49 -0.03
N -2.44 -4.87 0.62
O -2.27 -5.08 1.73
B -2.52 -3.87 -2.05
N -3.34 -2.93 -2.76
O -2.58 -5.23 -2.31
H 2.12 -4.69 -0.11
H 3.20 -5.42 -1.31
H 3.71 -3.95 -0.49
H 2.56 -3.95 -2.96
H 2.38 -2.59 -1.86
H 0.39 -4.03 -2.97
H 0.16 -1.79 -3.29
H -1.35 -1.39 -2.47
H -2.84 -2.46 -3.51
H -4.07 -3.45 -3.23
H -1.75 -5.57 -2.66
C 1.26 5.31 0.48
C 0.75 4.39 -0.62
C 1.85 4.03 -1.61
O -0.35 4.98 -1.30
H 1.61 6.25 0.06
H 0.45 5.53 1.18
H 2.07 4.84 1.04
H 0.36 3.48 -0.17
H 2.22 4.94 -2.10
H 1.46 3.37 -2.38
H 2.69 3.54 -1.11
H -0.04 5.80 -1.71
C -1.58 3.96 3.97
C -0.41 3.06 3.63
C -0.18 2.00 4.70
O 0.77 3.84 3.43
H -1.39 4.49 4.91
H -1.74 4.70 3.19
H -2.50 3.38 4.09
H -0.59 2.57 2.67
H 0.06 2.48 5.66
H 0.67 1.36 4.43
H -1.06 1.37 4.83
H 0.98 4.29 4.26

Computed properties:
LUMO energy ... -0.0099 Eh
HOMO ... -0.36244 Eh
Total charge ... 0
SMILES string ... CCN[C@]1(CC(=O)Br)OC(=O)O[C@@]1(ON=O)B(N)O.CC(C)O.CC(C)O
Gap between HOMO and LUMO ... 9.594 eV

=====

Record 3
This record from OMol25 describes a structure of composition C32H74Li2N7O7 in a non-equilibrium geometry. The level of theory is the ωB97M-V functional and the def2-TZVPD basis.

Cartesian coordinates (Å):
Li 0.29 0.75 -4.55
Li -2.25 -0.94 -4.01
C -2.29 0.18 -1.09
C -1.25 0.89 -1.83
C -0.23 1.44 -0.80
O -0.83 0.13 -2.92
H -1.83 -0.77 -0.85
H -3.12 0.07 -1.79
H -2.73 0.56 -0.17
H -1.80 1.78 -2.15
H 0.52 1.97 -1.37
H 0.22 0.52 -0.40
H -0.56 2.08 0.02
C -5.14 0.31 -4.04
O -4.14 -0.41 -3.99
N -6.00 0.34 -4.98
N -5.52 1.08 -3.03
H -5.74 -0.27 -5.74
H -6.86 0.88 -5.01
H -6.49 1.36 -3.01
H -4.86 1.36 -2.32
C -2.68 -3.55 -3.08
O -2.56 -2.81 -4.06
N -3.76 -4.24 -2.86
N -1.80 -3.78 -2.15
H -4.51 -4.12 -3.52
H -3.83 -4.85 -2.05
H -0.95 -3.23 -2.04
H -2.13 -4.38 -1.40
C 4.58 0.66 -1.44
C 4.53 -0.16 -0.08
C 3.04 -0.22 0.34
C 2.52 -1.57 1.03
C 3.10 -2.84 0.54
C 4.71 -2.78 0.36
N 4.96 -1.54 -0.42
O 6.13 -1.61 -1.08
C 5.48 -2.84 1.72
C 4.99 -4.11 -0.41
C 5.35 0.50 1.05
H 4.30 0.05 -2.30
H 5.60 1.03 -1.58
H 3.86 1.45 -1.28
H 2.81 0.58 1.05
H 2.42 0.00 -0.52
H 1.45 -1.73 1.03
H 2.88 -1.45 2.06
H 2.65 -2.92 -0.45
H 2.84 -3.73 1.12
H 4.96 -2.17 2.40
H 5.45 -3.80 2.25
H 6.51 -2.50 1.59
H 4.83 -4.93 0.30
H 4.40 -4.12 -1.32
H 6.04 -4.17 -0.67
H 5.09 0.02 1.99
H 5.07 1.55 1.18
H 6.40 0.32 0.83
H 5.92 -1.66 -2.02
C -2.81 -3.00 1.90
C -1.69 -3.80 2.62
C -1.67 -3.42 4.13
C -2.91 -4.08 4.84
C -2.90 -5.59 4.61
C -2.84 -6.05 3.12
N -1.91 -5.26 2.34
O -1.96 -5.57 0.98
C -2.30 -7.56 3.16
C -4.28 -6.05 2.60
C -0.30 -3.39 2.13
H -2.60 -1.97 2.20
H -3.86 -3.19 2.14
H -2.63 -3.04 0.83
H -0.78 -3.57 4.75
H -2.12 -2.43 4.13
H -3.89 -3.78 4.46
H -3.00 -3.74 5.87
H -3.75 -6.10 5.07
H -2.01 -5.94 5.13
H -2.86 -8.17 3.87
H -2.20 -8.08 2.20
H -1.27 -7.54 3.50
H -4.52 -6.28 1.57
H -4.96 -6.65 3.20
H -4.73 -5.06 2.66
H 0.07 -2.45 2.55
H -0.37 -3.18 1.07
H 0.30 -4.30 2.18
H -2.90 -5.58 0.78
C 1.70 5.85 -2.35
C 0.43 6.16 -1.51
C 0.26 5.29 -0.19
C 1.13 5.79 1.07
C 0.79 7.23 1.35
C 0.81 8.20 0.09
N 0.24 7.58 -1.19
O 0.25 8.43 -2.31
C -0.02 9.42 0.50
C 2.29 8.68 -0.13
C -0.78 5.77 -2.33
H 1.62 6.45 -3.25
H 1.76 4.78 -2.54
H 2.58 6.17 -1.78
H -0.79 5.12 0.03
H 0.46 4.28 -0.55
H 2.19 5.65 0.85
H 0.92 5.20 1.96
H 1.65 7.41 2.00
H -0.06 7.23 2.02
H -1.06 9.15 0.71
H 0.44 9.76 1.43
H -0.10 10.21 -0.25
H 2.86 8.05 -0.81
H 2.24 9.62 -0.68
H 2.92 9.02 0.70
H -0.55 4.81 -2.79
H -0.94 6.50 -3.12
H -1.75 5.67 -1.85
H 1.14 8.79 -2.34
O 0.41 -2.03 -2.04
H -0.21 -1.31 -2.17
H 0.85 -1.82 -1.21

Computed properties:
LUMO energy ... -0.1372 Eh
HOMO ... -0.35071 Eh
Total charge ... +1
Gap between HOMO and LUMO ... 5.811 eV

=====

Record 4
This record from OMol25 describes a cluster of 2 separate species, C3H10N2 in total in a non-equilibrium geometry. The level of theory is the ωB97M-V functional and the def2-TZVPD basis.

Cartesian coordinates (Å):
C -2.63 2.82 1.04
N -1.79 1.92 1.41
H -2.44 3.18 0.06
H -3.71 3.15 1.42
H -1.84 1.73 2.36
C 0.59 -1.44 -1.56
C 0.94 -1.41 -0.08
N 2.37 -0.89 0.19
H 0.65 -0.38 -1.85
H 1.34 -1.79 -2.24
H -0.42 -1.86 -1.65
H 0.39 -0.79 0.53
H 0.76 -2.38 0.51
H 3.08 -1.63 0.36
H 2.71 -0.26 -0.49

Computed properties:
LUMO energy ... 0.0430 Eh
HOMO ... -0.32381 Eh
Energy relative to the best compared isomer or geometry (same formula, charge and spin) ... 2.348 eV
Total charge ... 0
SMILES string ... C=N.CCN
Gap between HOMO and LUMO ... 9.980 eV

=====

Record 5
This record from OMol25 describes a structure of composition C30H50B3BrN12O7S. The level of theory is the ωB97M-V functional and the def2-TZVPD basis.

Cartesian coordinates (Å):
C 0.96 -3.70 1.56
C 0.45 -2.56 0.68
O 1.46 -1.57 0.53
C 1.69 -1.09 -0.78
C 0.63 -0.03 -1.16
O 0.10 -0.11 -2.48
C -0.65 -1.29 -2.78
B -2.06 -1.28 -2.10
O -3.22 -1.55 -2.84
B -4.29 -1.76 -2.01
Br -5.27 -3.39 -1.96
O -4.61 -0.75 -1.10
B -3.46 -0.29 -0.50
C -3.50 1.01 0.40
S -2.71 0.73 1.95
O -1.31 0.46 1.77
O -3.51 -0.19 2.72
O -2.29 -0.97 -0.76
H 0.55 -3.63 2.57
H 0.63 -4.66 1.15
H 2.04 -3.72 1.57
H 0.15 -2.95 -0.30
H -0.45 -2.12 1.13
H 2.66 -0.62 -0.73
H 1.76 -1.90 -1.52
H -0.14 -0.05 -0.39
H 1.10 0.94 -1.11
H -0.11 -2.21 -2.54
H -0.80 -1.31 -3.86
H -2.93 1.81 -0.08
H -4.51 1.34 0.62
H -2.80 1.95 2.54
C -0.21 2.44 -4.51
C -0.23 2.97 -5.87
N -0.24 3.40 -6.94
H 0.51 1.63 -4.43
H 0.07 3.23 -3.81
H -1.19 2.07 -4.24
C -1.01 -0.54 5.00
C -0.32 -1.66 5.62
N 0.25 -2.54 6.10
H -0.79 0.37 5.55
H -0.67 -0.44 3.97
H -2.08 -0.71 4.99
C 3.54 -1.50 5.50
C 4.27 -1.33 4.25
N 4.84 -1.20 3.27
H 3.64 -0.59 6.11
H 2.49 -1.69 5.30
H 3.95 -2.34 6.06
C 5.88 -4.19 1.89
C 4.62 -4.92 1.84
N 3.60 -5.46 1.80
H 6.55 -4.66 2.61
H 6.34 -4.20 0.91
H 5.69 -3.16 2.19
C 0.68 -6.01 6.52
C 1.67 -6.75 7.31
N 2.44 -7.33 7.92
H 0.77 -4.95 6.72
H 0.85 -6.18 5.46
H -0.32 -6.34 6.78
C -3.38 -3.14 -6.04
C -2.35 -3.64 -5.14
N -1.55 -4.03 -4.42
H -3.50 -3.82 -6.88
H -4.32 -3.05 -5.51
H -3.09 -2.16 -6.42
C 2.66 4.51 -0.95
C 1.32 3.97 -1.14
N 0.25 3.59 -1.30
H 3.22 3.88 -0.28
H 3.18 4.55 -1.91
H 2.60 5.52 -0.55
C -1.96 -2.14 8.92
C -1.94 -0.68 8.96
N -1.91 0.47 8.99
H -2.34 -2.46 7.95
H -0.94 -2.52 9.04
H -2.59 -2.53 9.71
C 0.99 6.72 -8.11
C 1.34 7.75 -7.14
N 1.61 8.59 -6.40
H 1.67 6.79 -8.96
H 1.08 5.73 -7.66
H -0.03 6.86 -8.45
C 2.71 1.62 2.59
C 2.89 1.62 1.15
N 2.99 1.61 0.01
H 3.51 1.04 3.05
H 2.72 2.64 2.97
H 1.76 1.15 2.83
C -7.20 -1.15 1.29
C -8.61 -1.28 0.94
N -9.72 -1.38 0.67
H -6.88 -2.02 1.87
H -6.60 -1.10 0.38
H -7.04 -0.25 1.88
C 3.28 9.79 -9.70
C 2.61 8.86 -10.61
N 2.08 8.12 -11.30
H 2.74 9.83 -8.76
H 4.30 9.44 -9.51
H 3.32 10.78 -10.15

Computed properties:
LUMO energy ... -0.0120 Eh
HOMO ... -0.33827 Eh
Energy relative to the best compared isomer or geometry (same formula, charge and spin) ... 0.000 eV
Total charge ... 0
Gap between HOMO and LUMO ... 8.879 eV

=====

Record 6
This record from OMol25 describes a cluster of 5 separate species, H11O5 in total in a non-equilibrium geometry. The level of theory is the ωB97M-V functional and the def2-TZVPD basis.

Cartesian coordinates (Å):
O -2.98 0.09 -0.64
H -3.36 0.95 -0.92
H -2.81 -0.39 -1.47
O -0.88 -1.95 1.82
H -0.21 -2.10 2.49
H -1.65 -2.43 2.16
O 0.58 2.12 -0.84
H 0.55 2.95 -0.31
H 1.30 2.15 -1.50
O 3.66 -0.51 -0.50
H 4.58 -0.38 -0.26
H 3.49 -1.45 -0.64
O -0.44 0.23 0.20
H -1.44 0.37 0.03
H -0.44 -0.57 0.78
H 0.14 0.88 -0.44

Computed properties:
LUMO energy (spin up / spin down) ... 0.0106 / 0.0042 Eh
HOMO (spin up / spin down) ... -0.09836 / -0.42680 Eh
Energy relative to the best compared isomer or geometry (same formula, charge and spin) ... 0.891 eV
Total charge ... 0
Gap between HOMO and LUMO (spin up / spin down) ... 2.966 / 11.728 eV
Multiplicity ... 2

=====

Please write out number 6 again, unchanged.
This record from OMol25 describes a cluster of 5 separate species, H11O5 in total in a non-equilibrium geometry. The level of theory is the ωB97M-V functional and the def2-TZVPD basis.

Cartesian coordinates (Å):
O -2.98 0.09 -0.64
H -3.36 0.95 -0.92
H -2.81 -0.39 -1.47
O -0.88 -1.95 1.82
H -0.21 -2.10 2.49
H -1.65 -2.43 2.16
O 0.58 2.12 -0.84
H 0.55 2.95 -0.31
H 1.30 2.15 -1.50
O 3.66 -0.51 -0.50
H 4.58 -0.38 -0.26
H 3.49 -1.45 -0.64
O -0.44 0.23 0.20
H -1.44 0.37 0.03
H -0.44 -0.57 0.78
H 0.14 0.88 -0.44

Computed properties:
LUMO energy (spin up / spin down) ... 0.0106 / 0.0042 Eh
HOMO (spin up / spin down) ... -0.09836 / -0.42680 Eh
Energy relative to the best compared isomer or geometry (same formula, charge and spin) ... 0.891 eV
Total charge ... 0
Gap between HOMO and LUMO (spin up / spin down) ... 2.966 / 11.728 eV
Multiplicity ... 2